Record 1
The following is a quantum chemistry calculation of C47H51BIO10P4Re as an isolated structure, from the OMol25 dataset.

Relative energy (zero: lowest compared OMol25 entry of this formula, charge and spin)   0.00 kcal per mole
Multiplicity   4
LUMO (alpha / beta)   -3.568 / -3.519 eV
Gap between HOMO and LUMO (alpha / beta)   6.16 / 6.69 eV
Net charge   +1
Highest occupied orbital energy (alpha / beta)   -9.73 / -10.21 eV

```
115
Properties=species:S:1:pos:R:3:forces:R:3
Re -0.203 0.046 -0.363 0.53 -0.73 -0.37
C 3.325 -1.227 2.815 -0.01 0.04 -0.02
C 2.560 0.046 2.473 -0.03 0.01 -0.14
O 2.629 1.031 3.502 0.07 -0.09 -0.06
P 0.792 -0.262 2.356 -0.37 -0.29 0.10
O 0.225 -0.650 3.770 0.07 -0.19 -0.05
O 0.060 1.124 2.066 0.12 -0.31 0.36
O 0.346 -1.214 1.251 0.15 0.77 0.35
P 3.079 0.877 0.866 -0.43 0.02 -0.07
O 4.259 -0.011 0.270 0.13 -0.01 -0.12
O 3.576 2.201 1.299 -0.04 -0.02 0.01
O 1.888 0.724 -0.077 0.20 -0.08 -0.01
H 3.084 -1.551 3.829 -0.01 -0.01 0.00
H 4.395 -1.033 2.771 0.01 0.02 0.03
H 3.102 -2.026 2.105 0.00 0.02 -0.01
H 3.113 1.783 3.098 -0.01 0.03 0.01
H 0.573 -1.452 4.183 -0.01 0.05 0.02
H 0.329 1.827 2.682 -0.02 0.07 -0.15
H 5.092 0.479 0.325 -0.02 -0.05 0.03
C 1.930 0.167 -6.857 0.07 -0.01 0.02
C 0.504 0.060 -6.294 -0.05 0.00 0.03
C -0.508 -0.029 -7.453 0.00 0.01 0.00
C 0.190 1.291 -5.452 -0.03 0.01 -0.13
C 0.000 2.532 -6.048 -0.06 0.05 -0.07
C -0.337 3.660 -5.313 0.02 -0.01 0.00
C -0.503 3.554 -3.946 0.02 0.06 -0.04
C -0.292 2.333 -3.310 0.00 0.01 0.13
P -0.491 2.273 -1.510 -0.36 0.57 -0.08
C -2.036 3.254 -1.266 0.03 0.01 -0.14
C -2.187 4.250 -0.304 -0.03 -0.05 0.05
C -3.381 4.953 -0.193 0.07 -0.03 0.01
C -4.435 4.687 -1.052 0.00 0.00 -0.02
C -4.278 3.727 -2.042 -0.04 0.00 0.00
C -3.092 3.021 -2.148 0.05 0.03 -0.04
C 0.865 3.344 -0.900 0.00 0.04 -0.08
C 1.912 3.710 -1.743 0.01 0.02 0.03
C 2.922 4.549 -1.289 -0.04 -0.02 0.05
C 2.900 5.034 0.009 -0.04 0.02 -0.01
C 1.879 4.649 0.867 0.02 0.01 -0.03
C 0.884 3.797 0.420 -0.06 0.00 0.04
C 0.076 1.232 -4.069 0.12 -0.28 0.06
O 0.358 0.074 -3.381 -0.04 -0.05 -0.03
C 0.255 -1.123 -4.061 -0.01 0.33 0.14
C 0.043 -2.250 -3.280 -0.08 0.07 0.13
C 0.048 -3.502 -3.878 0.06 -0.07 -0.05
C 0.217 -3.607 -5.249 0.01 0.00 0.02
C 0.365 -2.460 -6.010 -0.02 0.00 -0.06
C 0.376 -1.191 -5.436 0.01 -0.04 -0.18
P -0.083 -2.136 -1.479 0.33 -0.18 0.10
C 1.562 -2.872 -1.095 -0.07 -0.07 0.01
C 1.726 -4.229 -0.805 -0.02 0.10 0.04
C 2.997 -4.782 -0.734 -0.02 0.02 0.00
C 4.116 -3.994 -0.967 0.00 -0.02 0.01
C 3.958 -2.651 -1.271 -0.01 0.02 0.01
C 2.690 -2.092 -1.335 0.02 0.01 -0.04
C -1.279 -3.357 -0.878 -0.04 0.04 -0.04
C -1.209 -3.782 0.449 0.06 0.02 0.04
C -2.120 -4.707 0.931 -0.03 -0.02 -0.08
C -3.107 -5.215 0.094 0.04 0.04 0.05
C -3.181 -4.792 -1.225 0.01 0.01 -0.02
C -2.274 -3.861 -1.710 -0.05 -0.04 0.00
H 2.032 1.060 -7.479 -0.01 -0.05 0.04
H 2.164 -0.705 -7.474 -0.02 0.05 0.04
H 2.665 0.223 -6.051 -0.03 0.00 -0.04
H -0.464 0.861 -8.081 0.01 -0.05 0.02
H -1.525 -0.131 -7.068 0.05 0.01 -0.02
H -0.293 -0.884 -8.095 0.00 0.05 0.04
H 0.112 2.622 -7.122 -0.01 0.01 0.06
H -0.480 4.611 -5.808 0.00 -0.04 0.01
H -0.795 4.419 -3.362 0.02 -0.03 -0.02
H -1.382 4.521 0.358 0.01 -0.02 0.01
H -3.473 5.723 0.563 0.01 -0.03 -0.02
H -5.362 5.240 -0.967 0.04 -0.03 0.00
H -5.079 3.527 -2.743 0.03 0.00 0.03
H -2.985 2.301 -2.943 -0.01 -0.08 -0.01
H 1.948 3.347 -2.761 -0.02 0.01 -0.02
H 3.727 4.824 -1.959 -0.02 0.00 0.01
H 3.681 5.698 0.357 -0.03 -0.04 -0.01
H 1.870 4.999 1.892 0.00 -0.01 -0.05
H 0.108 3.489 1.109 0.01 0.00 -0.01
H -0.071 -4.394 -3.275 0.00 0.03 -0.02
H 0.227 -4.581 -5.722 -0.01 0.03 0.01
H 0.481 -2.555 -7.083 0.00 0.00 0.06
H 0.869 -4.868 -0.648 -0.07 0.00 0.02
H 3.110 -5.835 -0.508 -0.01 0.03 0.00
H 5.107 -4.429 -0.919 -0.04 0.01 -0.01
H 4.824 -2.029 -1.459 -0.03 -0.01 0.00
H 2.586 -1.043 -1.587 0.00 -0.02 0.00
H -0.448 -3.388 1.110 -0.05 -0.03 -0.06
H -2.059 -5.034 1.961 0.00 0.00 0.00
H -3.819 -5.939 0.470 0.02 0.02 0.00
H -3.948 -5.181 -1.882 0.02 0.02 0.03
H -2.352 -3.523 -2.733 -0.01 0.01 0.00
I -2.853 -0.513 -2.473 0.14 0.16 0.06
C -3.439 -1.063 3.171 0.03 -0.01 0.09
C -3.898 -0.814 1.745 0.07 0.07 -0.07
C -5.063 -1.719 1.403 -0.09 -0.07 0.00
O -2.782 -1.189 0.888 0.04 0.30 -0.11
B -2.237 -0.038 0.369 -0.39 0.13 0.33
O -2.885 1.106 0.778 0.16 -0.27 -0.11
C -4.135 0.707 1.409 0.08 -0.04 0.02
C -4.335 1.598 2.618 -0.07 0.04 0.10
C -5.240 0.952 0.397 -0.05 -0.02 -0.09
H -3.172 -2.118 3.268 0.00 0.04 0.00
H -4.227 -0.839 3.892 0.04 -0.02 -0.03
H -2.561 -0.464 3.415 -0.01 0.00 0.00
H -4.810 -2.746 1.674 -0.02 0.03 -0.02
H -5.282 -1.694 0.337 0.00 0.00 0.03
H -5.959 -1.429 1.958 0.05 -0.02 -0.02
H -3.478 1.566 3.292 -0.04 -0.01 -0.03
H -5.227 1.299 3.172 0.03 0.02 -0.01
H -4.473 2.628 2.284 0.01 -0.04 0.01
H -5.107 0.343 -0.499 0.00 0.05 0.05
H -5.204 2.002 0.100 -0.02 -0.03 0.01
H -6.223 0.746 0.828 0.04 0.00 -0.02
```
Positions in Å, forces in eV/Å.


Record 2
The following is a quantum chemistry calculation of C47H51ClN5O6PS2Y as an isolated structure, from the OMol25 dataset.

Relative energy (zero: lowest compared OMol25 entry of this formula, charge and spin)   19.98 kcal per mole
Multiplicity   2
LUMO (alpha / beta)   0.269 / 0.153 eV
Gap between HOMO and LUMO (alpha / beta)   5.53 / 7.33 eV
Highest occupied orbital energy (alpha / beta)   -5.26 / -7.18 eV

```
114
Properties=species:S:1:pos:R:3:forces:R:3
Y -1.401 0.950 0.684 -0.38 0.40 0.04
C 1.237 4.467 1.184 0.02 0.02 -0.01
C 0.511 3.649 2.214 -0.09 -0.03 -0.01
C -0.888 3.610 2.230 0.05 0.03 0.07
C -1.578 2.906 3.217 -0.03 -0.10 0.11
C -3.073 3.016 3.361 -0.06 0.00 0.01
C -0.847 2.154 4.139 -0.02 0.00 -0.02
C 0.541 2.171 4.143 0.01 0.00 -0.03
C 1.313 1.345 5.135 0.03 -0.02 0.03
C 1.200 2.950 3.197 0.03 -0.03 -0.01
H 1.504 5.445 1.590 0.01 -0.01 0.00
H 0.616 4.627 0.304 -0.01 0.01 -0.01
H 2.159 3.979 0.860 0.00 -0.01 0.00
H -1.439 4.161 1.479 -0.02 0.05 0.04
H -3.305 3.578 4.267 0.00 0.01 0.00
H -3.543 2.036 3.455 0.02 0.00 0.00
H -3.522 3.529 2.514 0.01 -0.01 0.00
H -1.379 1.559 4.873 0.00 0.01 0.01
H 1.036 1.594 6.160 -0.01 0.00 -0.01
H 2.386 1.499 5.027 0.00 0.01 0.00
H 1.110 0.281 4.992 -0.01 0.00 -0.01
H 2.286 2.983 3.205 0.00 0.01 0.00
O -1.541 2.824 -0.509 0.30 0.00 -0.11
C -0.527 2.495 -1.319 -0.10 0.21 0.12
C 0.147 3.516 -2.088 0.13 -0.16 0.03
C -0.413 4.784 -2.285 -0.02 0.04 0.00
C 0.227 5.715 -3.084 -0.06 0.06 0.00
C 1.436 5.406 -3.696 0.05 -0.03 -0.03
C 2.025 4.164 -3.476 -0.05 0.04 0.06
C 1.406 3.226 -2.664 -0.07 -0.05 -0.03
P 2.176 1.693 -2.065 0.14 0.09 0.15
C 3.470 1.358 -3.305 -0.05 -0.08 -0.13
C 4.710 1.968 -3.112 0.04 0.04 0.05
C 5.750 1.772 -4.008 0.02 -0.01 -0.03
C 5.576 0.935 -5.101 -0.01 0.00 0.01
C 4.355 0.303 -5.292 0.02 0.03 0.01
C 3.309 0.518 -4.405 -0.04 -0.01 -0.03
C 0.775 0.511 -2.343 -0.22 -0.05 0.03
C 1.208 -0.849 -1.881 0.07 -0.02 -0.02
C 1.137 -1.950 -2.631 0.07 -0.02 0.06
C 0.672 -1.911 -4.013 -0.09 0.04 -0.02
C 0.181 -0.783 -4.528 -0.02 -0.06 -0.01
C -0.004 0.431 -3.679 0.16 -0.04 -0.03
H -1.355 5.023 -1.806 -0.01 -0.01 0.01
H -0.222 6.689 -3.239 0.00 0.00 0.00
H 1.929 6.131 -4.330 -0.01 0.00 0.00
H 2.985 3.940 -3.924 0.02 -0.01 -0.02
H 4.865 2.604 -2.247 -0.03 -0.01 0.00
H 6.701 2.265 -3.846 0.00 0.00 0.00
H 6.389 0.771 -5.797 0.00 0.00 0.00
H 4.213 -0.358 -6.138 -0.01 -0.01 0.00
H 2.366 0.013 -4.578 0.11 0.06 0.03
H 1.631 -0.909 -0.887 -0.04 0.02 0.04
H 1.457 -2.897 -2.212 -0.01 0.00 -0.02
H 0.739 -2.810 -4.612 0.02 0.01 -0.02
H -0.149 -0.735 -5.560 -0.02 0.01 0.01
H 0.115 1.350 -4.255 -0.08 0.03 -0.02
C 2.735 -8.346 6.392 0.03 -0.01 0.05
C 2.235 -7.685 5.138 0.00 -0.01 -0.02
C 1.528 -6.488 5.186 -0.02 0.04 0.01
C 1.022 -5.898 4.038 0.01 -0.05 -0.06
C 1.251 -6.485 2.797 -0.05 -0.01 0.01
N 0.733 -5.923 1.606 -0.02 0.08 0.10
C 0.733 -4.604 1.212 0.44 -0.17 -0.38
O 0.084 -4.220 0.266 -0.19 0.11 0.08
N 1.635 -3.802 1.890 -0.16 0.04 0.19
C 1.712 -2.412 1.772 0.07 0.03 0.00
C 2.922 -1.772 2.018 0.00 -0.03 -0.03
C 3.000 -0.397 1.898 -0.07 0.02 -0.03
C 1.858 0.309 1.570 0.10 -0.05 0.00
N 0.680 -0.294 1.392 -0.15 0.03 -0.20
C 0.608 -1.627 1.448 0.12 0.00 0.07
C 1.962 -7.679 2.733 0.04 0.03 0.02
C 2.435 -8.271 3.892 0.02 -0.01 -0.02
H 2.938 -7.614 7.174 -0.01 0.01 -0.01
H 3.653 -8.904 6.206 0.00 0.00 -0.01
H 1.998 -9.049 6.785 -0.01 0.01 -0.01
H 1.343 -6.016 6.144 0.01 -0.01 0.00
H 0.429 -4.995 4.105 0.00 0.03 -0.01
H 0.289 -6.530 0.937 -0.07 0.01 0.05
H 2.329 -4.253 2.464 -0.05 -0.01 0.03
H 3.802 -2.356 2.263 0.00 0.00 0.00
H 3.938 0.123 2.034 0.00 0.00 0.00
H 1.888 1.376 1.419 0.00 0.00 0.02
H -0.332 -2.085 1.192 -0.03 -0.05 0.10
H 2.149 -8.137 1.769 -0.01 0.00 0.00
H 2.985 -9.202 3.824 0.00 0.00 0.00
O -2.418 -1.261 0.645 -0.05 -0.19 0.15
Cl -2.878 -1.411 2.052 0.40 0.45 -0.43
O -4.286 -1.490 2.116 -0.13 0.00 -0.01
O -2.247 -2.534 2.646 0.06 -0.13 0.09
O -2.384 -0.164 2.680 -0.06 -0.10 0.11
C -6.429 -1.073 -2.178 -0.07 -0.03 -0.03
C -5.126 -0.593 -1.571 0.11 0.01 0.02
N -4.837 0.777 -1.986 -0.03 0.18 -0.02
C -4.328 1.739 -1.218 0.01 0.02 0.09
S -4.159 1.566 0.488 -0.17 -0.17 0.07
N -3.985 2.906 -1.765 -0.30 -0.18 -0.27
C -4.087 3.245 -3.178 0.15 -0.06 0.05
C -5.496 3.664 -3.576 0.00 0.01 -0.03
H -6.616 -2.107 -1.889 0.01 0.00 0.01
H -6.399 -1.039 -3.270 0.02 0.01 0.01
H -7.268 -0.464 -1.842 0.02 0.00 0.02
H -4.291 -1.229 -1.875 0.00 0.00 -0.01
H -5.154 -0.603 -0.485 -0.06 0.00 0.02
H -4.788 0.934 -2.982 0.00 -0.05 -0.01
H -3.336 3.416 -1.187 0.15 0.14 0.08
H -3.715 2.417 -3.790 -0.04 -0.06 0.01
H -3.375 4.051 -3.350 -0.04 0.07 0.00
H -6.219 2.870 -3.383 0.00 -0.02 0.02
H -5.535 3.901 -4.639 0.02 0.00 0.00
H -5.812 4.542 -3.014 0.02 0.00 0.01
S -1.653 0.412 -2.875 -0.14 0.17 0.19
C -0.380 1.071 -1.460 0.34 -0.53 -0.36
```
Positions in Å, forces in eV/Å.


What is the formula in the second record? C47H51ClN5O6PS2Y


Which value of relative energy (zero: lowest compared OMol25 entry of this formula, charge and spin) does entry 1 give? 0.00 kcal per mole


The highest relative energy (zero: lowest compared OMol25 entry of this formula, charge and spin) belongs to which entry? C47H51ClN5O6PS2Y


What is the formula in the second record? C47H51ClN5O6PS2Y